# 1
Entry from the OMol25 dataset: a 2-piece molecular cluster, C2H9BIN2O3S overall at a distorted geometry (ωB97M-V with the def2-TZVPD basis set).

ORCA input file:
```
! wB97M-V def2-TZVPD RIJCOSX def2/J DEFGRID3
* xyz -1 1
N 0.98 0.86 2.66
B 0.15 0.01 1.83
O 0.68 -1.01 1.09
N -1.33 0.20 1.70
S -2.05 0.04 3.31
I -1.72 2.36 0.73
H 0.55 1.08 3.55
H 1.31 1.68 2.18
H 1.33 -1.46 1.64
H -1.75 -0.55 1.15
H -1.37 -0.98 3.89
O 2.02 0.05 -3.56
C 0.79 -0.15 -3.75
C 0.02 -0.40 -2.20
O -1.21 -0.62 -2.38
H 0.49 -1.04 -4.33
H 0.19 0.67 -4.19
H 0.30 0.49 -1.60
H 0.61 -1.21 -1.72
*
```

As for the LUMO energy: 0.6 eV. The calculation puts the total energy at -1137.5134 Ha. The highest occupied orbital energy comes out at -2.22 eV. The frontier orbital gap comes out at 2.84 eV.

---

# 2
Entry from the OMol25 dataset: C22H36N3ORuS4Si2 as an isolated structure (ωB97M-V with the def2-TZVPD basis set).

ORCA input file:
```
! wB97M-V def2-TZVPD RIJCOSX def2/J DEFGRID3
* xyz -1 5
Ru -0.29 0.38 -0.30
C -2.08 -1.12 3.80
Si -1.32 0.44 3.04
C -0.47 1.51 4.34
C -2.77 1.48 2.49
N -0.12 0.00 1.80
C 1.08 -0.44 2.17
C 1.37 -0.99 3.46
C 2.63 -1.38 3.82
C 3.70 -1.24 2.91
C 3.48 -0.74 1.66
C 2.18 -0.36 1.21
N 1.88 0.07 -0.01
Si 2.91 0.28 -1.42
C 2.77 2.05 -2.00
C 2.48 -1.03 -2.71
C 4.77 -0.02 -1.22
H -2.99 -0.85 4.34
H -1.44 -1.69 4.47
H -2.38 -1.79 2.98
H -1.22 1.91 5.02
H -0.02 2.36 3.81
H 0.31 1.03 4.92
H -3.24 1.80 3.43
H -3.52 0.94 1.91
H -2.47 2.36 1.94
H 0.57 -1.12 4.17
H 2.81 -1.80 4.81
H 4.71 -1.52 3.21
H 4.31 -0.63 0.98
H 1.74 2.39 -2.13
H 3.29 2.17 -2.95
H 3.25 2.70 -1.27
H 1.44 -1.01 -3.04
H 2.70 -2.02 -2.29
H 3.12 -0.89 -3.59
H 5.26 0.71 -0.57
H 5.19 0.11 -2.23
H 5.03 -1.02 -0.89
S -0.50 0.59 -2.57
S -0.96 2.36 -3.32
S -0.75 3.90 -1.11
S -0.28 2.52 0.27
C 1.01 -3.98 0.37
N 0.07 -3.98 -0.75
C -0.30 -5.22 -1.40
C -0.43 -2.79 -1.12
C -1.41 -2.73 -2.26
O -0.04 -1.79 -0.52
H 1.38 -4.99 0.52
H 0.53 -3.61 1.28
H 1.85 -3.31 0.16
H 0.38 -6.01 -1.08
H -0.22 -5.14 -2.49
H -1.32 -5.53 -1.15
H -2.09 -3.58 -2.26
H -0.86 -2.72 -3.20
H -1.97 -1.80 -2.18
C -5.13 -0.44 -0.14
C -4.22 -1.35 0.38
C -2.86 -1.10 0.32
C -2.33 0.07 -0.25
C -3.27 0.97 -0.77
C -4.63 0.73 -0.72
H -6.19 -0.62 -0.10
H -4.58 -2.26 0.85
H -2.18 -1.82 0.77
H -2.92 1.89 -1.22
H -5.32 1.46 -1.13
*
```

As for the LUMO energy (spin up / spin down): 2.4 / 1.8 eV. The calculation puts the total energy at -3366.2345 Ha. The highest occupied orbital energy (spin up / spin down) comes out at -3.47 / -4.16 eV. Its expectation value of S² is 6.05. Its relative energy (zero: lowest compared OMol25 entry of this formula, charge and spin) is 0.0 kcal/mol. The frontier orbital gap (spin up / spin down) comes out at 5.83 / 5.93 eV.

---

# 3
Entry from the OMol25 dataset: a 10-piece molecular cluster, C5H29NO10 overall at a distorted geometry (ωB97M-V with the def2-TZVPD basis set).

ORCA input file:
```
! wB97M-V def2-TZVPD RIJCOSX def2/J DEFGRID3
* xyz 0 1
N 1.59 0.35 0.92
C 0.13 0.12 0.86
C -0.09 -1.13 1.78
C -0.19 -2.49 1.03
C -1.50 -2.75 0.27
C -1.72 -2.14 -1.13
O -0.97 -1.34 -1.62
H 1.80 1.22 0.44
H 1.84 0.54 1.89
H -0.23 -0.05 -0.16
H -0.50 0.95 1.15
H -1.04 -1.11 2.31
H 0.79 -1.18 2.44
H -0.08 -3.27 1.79
H 0.57 -2.50 0.22
H -1.71 -3.82 0.22
H -2.31 -2.24 0.79
H -2.68 -2.51 -1.55
O -0.39 3.10 2.12
H 0.20 3.66 2.64
H -0.04 3.27 1.23
O -2.27 1.54 -1.44
H -1.79 0.72 -1.62
H -1.60 2.14 -1.11
O 0.92 0.48 -3.09
H 0.80 0.86 -3.97
H 0.22 -0.17 -2.96
O 3.72 1.56 -0.89
H 3.85 1.52 -1.85
H 3.64 0.68 -0.51
O 2.37 -1.21 -1.39
H 1.60 -1.03 -0.85
H 2.18 -0.93 -2.28
O 0.40 3.18 -0.91
H 0.70 2.42 -1.44
H 0.54 3.93 -1.51
O 3.73 -2.31 1.06
H 3.80 -2.39 0.10
H 3.13 -1.59 1.31
O -2.83 1.81 1.48
H -2.47 2.43 2.14
H -2.33 2.06 0.69
O -4.11 -0.93 0.84
H -3.19 -0.83 0.57
H -4.48 -0.59 0.01
*
```

As for the LUMO energy: -0.1 eV. The calculation puts the total energy at -1015.0264 Ha. The SMILES is NCCCCC=O.O.O.O.O.O.O.O.O.O. The highest occupied orbital energy comes out at -9.66 eV. Its relative energy (zero: lowest compared OMol25 entry of this formula, charge and spin) is 77.6 kcal/mol. The frontier orbital gap comes out at 9.58 eV.

---

# 4
Entry from the OMol25 dataset: C11H12LiNOS2 as an isolated structure at a distorted geometry (ωB97M-V with the def2-TZVPD basis set).

ORCA input file:
```
! wB97M-V def2-TZVPD RIJCOSX def2/J DEFGRID3
* xyz 0 1
Li 1.24 -0.25 -0.26
S -0.41 -1.87 -3.97
C 1.26 -2.10 -4.24
C 2.02 -1.66 -3.20
C 1.29 -1.11 -2.10
C -0.05 -1.15 -2.38
C -1.14 -0.70 -1.54
C -2.49 -0.79 -1.94
C -3.48 -0.35 -1.11
C -3.14 0.18 0.14
C -1.80 0.22 0.47
N -0.82 -0.19 -0.33
H 1.57 -2.55 -5.17
H 3.10 -1.74 -3.22
H -2.72 -1.20 -2.91
H -4.52 -0.40 -1.41
H -3.89 0.54 0.83
H -1.50 0.62 1.43
C 2.39 2.51 2.87
S 1.10 1.46 2.14
C 0.64 0.61 3.68
O 1.83 0.45 1.33
H 1.94 3.13 3.65
H 2.79 3.14 2.08
H 3.18 1.88 3.28
H 0.30 1.35 4.41
H 1.49 0.05 4.05
H -0.18 -0.07 3.44
*
```

As for the LUMO energy: 0.1 eV. The calculation puts the total energy at -1360.2499 Ha. The highest occupied orbital energy comes out at -7.21 eV. The frontier orbital gap comes out at 7.28 eV.

---

# 5
Entry from the OMol25 dataset: C19H18AgN5S as an isolated structure (ωB97M-V with the def2-TZVPD basis set).

ORCA input file:
```
! wB97M-V def2-TZVPD RIJCOSX def2/J DEFGRID3
* xyz 0 1
Ag -0.33 -0.56 -2.12
S 2.02 -0.28 -1.91
C 2.09 0.09 -0.20
N 3.20 0.19 0.47
N 4.33 0.06 -0.20
C 5.56 0.16 0.45
C 5.64 0.39 1.83
C 6.89 0.48 2.43
C 8.05 0.35 1.68
C 7.96 0.12 0.32
C 6.72 0.03 -0.30
N 1.00 0.27 0.68
N -0.14 0.22 0.18
C -1.20 0.38 1.12
C -1.07 0.09 2.48
C -2.16 0.24 3.32
C -3.38 0.68 2.82
C -3.51 0.97 1.47
C -2.42 0.81 0.62
H 4.30 -0.09 -1.20
H 4.73 0.50 2.40
H 6.94 0.66 3.49
H 9.02 0.42 2.16
H 8.86 0.02 -0.28
H 6.65 -0.15 -1.37
H -0.11 -0.25 2.85
H -2.06 0.00 4.37
H -4.23 0.80 3.48
H -4.45 1.32 1.07
H -2.50 1.04 -0.44
C -6.72 -0.45 -2.00
C -5.25 -0.59 -2.21
C -4.55 0.22 -3.09
C -3.18 0.06 -3.23
N -2.48 -0.84 -2.54
C -3.15 -1.64 -1.70
C -4.51 -1.54 -1.51
H -7.15 0.31 -2.65
H -6.94 -0.17 -0.97
H -7.23 -1.39 -2.19
H -5.06 0.97 -3.67
H -2.62 0.68 -3.92
H -2.56 -2.36 -1.15
H -5.00 -2.21 -0.80
*
```

As for the LUMO energy: -0.1 eV. The calculation puts the total energy at -1553.7292 Ha. The highest occupied orbital energy comes out at -6.86 eV. The frontier orbital gap comes out at 6.75 eV.

---

# 6
Entry from the OMol25 dataset: a single C7H12N2S molecule at a distorted geometry (ωB97M-V with the def2-TZVPD basis set).

ORCA input file:
```
! wB97M-V def2-TZVPD RIJCOSX def2/J DEFGRID3
* xyz 0 1
H -2.99 -0.90 0.58
N -2.58 -0.11 0.22
C -1.38 -0.02 0.02
C -0.84 1.22 -0.59
C 0.73 0.99 -1.09
C 1.48 2.35 -1.19
C 1.54 0.01 -0.10
N 1.07 -0.91 0.57
C -0.28 -1.30 0.59
C -0.67 -1.87 1.98
S -0.48 -2.75 -0.57
H -1.53 1.58 -1.29
H -0.76 1.80 0.27
H 0.66 0.32 -2.04
H 1.04 2.90 -2.08
H 2.57 2.26 -1.30
H 1.29 2.90 -0.21
H 2.65 0.22 0.03
H -0.03 -2.51 2.45
H -1.61 -2.40 1.97
H -0.72 -1.02 2.69
H 0.81 -2.78 -0.90
*
```

As for the LUMO energy: 0.8 eV. The calculation puts the total energy at -781.5313 Ha. The SMILES is [H]/N=C1/C[C@@H](C)C=N[C@]1(C)S. The highest occupied orbital energy comes out at -8.43 eV. Its relative energy (zero: lowest compared OMol25 entry of this formula, charge and spin) is 61.4 kcal/mol. The frontier orbital gap comes out at 9.21 eV.

---

# 7
Entry from the OMol25 dataset: a single C19H25N3O3S molecule at a distorted geometry (ωB97M-V with the def2-TZVPD basis set).

ORCA input file:
```
! wB97M-V def2-TZVPD RIJCOSX def2/J DEFGRID3
* xyz 0 1
C 5.93 3.78 -0.42
C 6.36 2.80 0.67
C 5.16 2.19 1.33
C 4.54 2.82 2.41
C 3.41 2.28 2.99
C 2.86 1.10 2.50
O 1.74 0.65 3.16
C 1.09 -0.49 2.68
C 0.53 -0.32 1.32
N 0.57 -1.17 0.34
N -0.08 -0.61 -0.70
C -0.48 0.56 -0.31
S -1.37 1.73 -1.20
C -1.44 0.86 -2.80
C -2.10 -0.52 -2.79
O -1.82 -1.32 -3.66
N -3.02 -0.72 -1.83
C -3.62 -2.01 -1.57
C -5.14 -1.89 -1.51
C -5.77 -3.26 -1.25
C -5.22 -3.86 0.05
C -3.70 -3.97 -0.01
C -3.08 -2.60 -0.27
O -0.13 0.81 0.97
C 3.46 0.46 1.42
C 4.60 1.02 0.85
H 5.34 3.27 -1.18
H 5.32 4.58 0.00
H 6.80 4.23 -0.90
H 6.98 2.02 0.23
H 6.96 3.33 1.41
H 4.96 3.73 2.81
H 2.94 2.76 3.84
H 0.28 -0.67 3.39
H 1.75 -1.37 2.67
H -1.99 1.52 -3.46
H -0.42 0.74 -3.18
H -3.17 0.00 -1.14
H -3.33 -2.65 -2.42
H -5.52 -1.48 -2.45
H -5.42 -1.20 -0.70
H -6.85 -3.17 -1.19
H -5.53 -3.93 -2.08
H -5.66 -4.84 0.21
H -5.51 -3.22 0.89
H -3.32 -4.37 0.93
H -3.42 -4.65 -0.81
H -1.99 -2.68 -0.34
H -3.31 -1.92 0.56
H 3.07 -0.45 1.02
H 5.05 0.51 0.01
*
```

As for the LUMO energy: 0.5 eV. The calculation puts the total energy at -1527.1893 Ha. The SMILES is CCc1ccc(OCc2nnc(SCC(=O)NC3CCCCC3)o2)cc1. The highest occupied orbital energy comes out at -8.57 eV. Its relative energy (zero: lowest compared OMol25 entry of this formula, charge and spin) is 57.2 kcal/mol. The frontier orbital gap comes out at 9.07 eV.

---

# 8
Entry from the OMol25 dataset: a single C23H27N3O4 molecule (ωB97M-V with the def2-TZVPD basis set).

ORCA input file:
```
! wB97M-V def2-TZVPD RIJCOSX def2/J DEFGRID3
* xyz 0 1
C -0.99 6.04 6.25
O 0.04 5.77 5.33
C 0.00 4.59 4.65
C -0.98 3.61 4.79
C -0.92 2.45 4.05
C 0.12 2.23 3.15
N 0.19 1.04 2.40
C 1.44 0.62 1.80
C 1.22 -0.86 1.44
C 1.96 -1.26 0.18
O 2.30 -0.47 -0.68
N 2.20 -2.58 0.08
C 2.83 -3.19 -1.09
C 3.43 -4.53 -0.71
C 1.76 -3.34 -2.19
O 1.22 -4.40 -2.44
N 1.51 -2.19 -2.83
C 0.43 -2.05 -3.78
C -0.81 -1.39 -3.15
C -1.89 -1.24 -4.17
C -2.74 -2.31 -4.46
C -3.72 -2.19 -5.43
C -3.86 -1.00 -6.13
C -3.02 0.06 -5.85
C -2.04 -0.06 -4.88
C -0.29 -0.91 1.23
C -0.84 0.21 2.10
O -2.00 0.33 2.44
C 1.10 3.21 3.00
C 1.04 4.37 3.74
H -0.77 7.03 6.66
H -1.02 5.31 7.06
H -1.97 6.08 5.76
H -1.81 3.74 5.47
H -1.69 1.70 4.16
H 1.66 1.18 0.88
H 2.27 0.75 2.50
H 1.51 -1.50 2.28
H 1.81 -3.22 0.76
H 3.60 -2.49 -1.43
H 4.00 -4.92 -1.55
H 4.09 -4.43 0.15
H 2.64 -5.24 -0.49
H 1.91 -1.33 -2.45
H 0.18 -3.05 -4.13
H 0.78 -1.44 -4.62
H -1.15 -2.02 -2.32
H -0.52 -0.41 -2.75
H -2.63 -3.23 -3.91
H -4.37 -3.02 -5.64
H -4.62 -0.91 -6.89
H -3.13 0.99 -6.40
H -1.39 0.78 -4.67
H -0.55 -0.69 0.19
H -0.75 -1.87 1.49
H 1.91 3.08 2.30
H 1.79 5.13 3.64
*
```

As for the LUMO energy: 0.5 eV. The calculation puts the total energy at -1357.9393 Ha. The SMILES is COc1ccc(N2C[C@H](C(=O)N[C@@H](C)C(=O)NCCc3ccccc3)CC2=O)cc1. The highest occupied orbital energy comes out at -8.02 eV. Its relative energy (zero: lowest compared OMol25 entry of this formula, charge and spin) is 1.0 kcal/mol. The frontier orbital gap comes out at 8.54 eV.

---

# 9
Entry from the OMol25 dataset: a 2-piece molecular cluster, ClH5N3P overall at a distorted geometry (ωB97M-V with the def2-TZVPD basis set).

ORCA input file:
```
! wB97M-V def2-TZVPD RIJCOSX def2/J DEFGRID3
* xyz 0 1
N -0.49 1.40 -1.24
N -0.24 0.97 1.21
N 0.92 -1.95 -0.46
P -0.63 0.23 -0.27
Cl -2.29 -0.67 0.23
H -0.36 1.17 -2.23
H -0.20 0.50 2.08
H 0.52 1.63 1.17
H 1.11 -1.75 0.51
H 1.66 -1.52 -0.99
*
```

As for the LUMO energy (spin up / spin down): -1.0 / -0.7 eV. The calculation puts the total energy at -968.7484 Ha. The highest occupied orbital energy (spin up / spin down) comes out at -9.74 / -8.66 eV. Its relative energy (zero: lowest compared OMol25 entry of this formula, charge and spin) is 61.9 kcal/mol. The frontier orbital gap (spin up / spin down) comes out at 8.77 / 8.01 eV.

---

# 10
Entry from the OMol25 dataset: C6H7N2OS as an isolated structure at a distorted geometry (ωB97M-V with the def2-TZVPD basis set).

ORCA input file:
```
! wB97M-V def2-TZVPD RIJCOSX def2/J DEFGRID3
* xyz 1 1
C -1.69 0.45 -0.21
C -2.10 -0.86 -0.13
C 0.10 -1.62 0.10
C -0.32 0.74 -0.09
C 0.58 -0.33 0.10
C 1.49 2.14 0.16
N -1.21 -1.85 0.01
N 0.23 2.00 -0.18
O 2.89 -1.43 -0.19
S 2.40 -0.07 0.01
H -2.42 1.23 -0.36
H -3.15 -1.12 -0.17
H 0.79 -2.44 0.16
H 1.88 3.13 -0.06
H -1.54 -2.82 0.01
H -0.38 2.73 -0.55
H 2.44 0.12 1.40
*
```

As for the LUMO energy: -5.0 eV. The calculation puts the total energy at -815.4066 Ha. The highest occupied orbital energy comes out at -12.43 eV. Its relative energy (zero: lowest compared OMol25 entry of this formula, charge and spin) is 63.1 kcal/mol. The frontier orbital gap comes out at 7.44 eV.

---

# 11
Entry from the OMol25 dataset: C19H21BNOSr as an isolated structure at a distorted geometry (ωB97M-V with the def2-TZVPD basis set).

ORCA input file:
```
! wB97M-V def2-TZVPD RIJCOSX def2/J DEFGRID3
* xyz -1 1
C 0.63 -2.29 2.69
C -0.67 -2.74 2.30
C -0.61 -3.06 0.91
H -1.51 -2.86 2.98
C 0.73 -2.83 0.46
C 1.49 -2.33 1.56
H 2.55 -2.09 1.56
H 0.91 -1.99 3.69
H -1.42 -3.48 0.32
H 1.14 -3.07 -0.52
C -0.80 3.03 1.41
C -0.51 2.45 2.68
C 0.87 2.05 2.69
H -1.23 2.32 3.49
C 1.42 2.37 1.42
C 0.39 2.95 0.62
H 0.54 3.33 -0.39
H -1.73 3.51 1.10
H 1.39 1.62 3.55
H 2.47 2.21 1.13
Sr -0.30 0.01 1.17
O -0.36 -0.18 -1.35
C -1.57 -0.69 -2.01
C -0.26 -0.96 -2.71
H -2.02 -1.54 -1.51
H -2.26 0.06 -2.42
H 0.22 -1.93 -2.56
H 1.06 -1.88 -4.95
C 0.68 -0.86 -5.05
C 0.07 -0.23 -3.94
C -0.37 1.10 -4.09
H -0.80 1.60 -3.23
C -0.23 1.77 -5.31
H -0.56 2.80 -5.39
C 0.35 1.12 -6.41
H 0.42 1.63 -7.37
C 0.82 -0.20 -6.27
H 1.30 -0.69 -7.12
B -0.26 0.02 6.64
C -0.63 0.04 5.13
N -0.88 -0.04 3.98
H -1.10 0.59 7.34
H 0.83 0.54 6.84
H -0.21 -1.18 6.93
*
```

As for the LUMO energy: 2.1 eV. The calculation puts the total energy at -922.1788 Ha. The highest occupied orbital energy comes out at -4.43 eV. The frontier orbital gap comes out at 6.50 eV.

---

# 12
Entry from the OMol25 dataset: a single C19H26N2O5 molecule (ωB97M-V with the def2-TZVPD basis set).

ORCA input file:
```
! wB97M-V def2-TZVPD RIJCOSX def2/J DEFGRID3
* xyz 0 1
C 0.74 -7.41 -2.12
C 1.12 -6.13 -2.85
C 0.15 -4.98 -2.57
C 0.19 -4.52 -1.11
O -0.56 -3.31 -0.94
C -1.87 -3.43 -0.77
O -2.47 -4.46 -0.70
C -2.53 -2.06 -0.66
N -1.61 -1.01 -0.34
C -1.20 -0.06 -1.24
O -1.61 0.09 -2.37
N -0.24 0.70 -0.61
C 0.32 1.89 -1.19
C -0.18 3.14 -0.47
O -1.08 3.15 0.32
O 0.53 4.20 -0.84
C 0.18 5.46 -0.26
C 0.81 5.62 1.12
C 0.51 7.00 1.71
C 1.13 7.16 3.09
C -0.05 0.24 0.67
C 0.79 0.65 1.69
C 0.75 -0.06 2.88
C -0.09 -1.16 3.04
C -0.93 -1.58 2.02
C -0.90 -0.87 0.84
H 0.85 -7.30 -1.04
H 1.39 -8.23 -2.44
H -0.29 -7.68 -2.34
H 1.12 -6.32 -3.92
H 2.13 -5.83 -2.57
H 0.41 -4.12 -3.20
H -0.87 -5.28 -2.82
H -0.23 -5.29 -0.46
H 1.20 -4.28 -0.80
H -3.34 -2.11 0.07
H -2.96 -1.81 -1.64
H -0.02 1.93 -2.23
H 1.41 1.87 -1.17
H 0.55 6.21 -0.95
H -0.91 5.52 -0.18
H 1.89 5.48 1.04
H 0.41 4.85 1.79
H -0.57 7.13 1.78
H 0.90 7.77 1.04
H 0.91 8.15 3.49
H 2.21 7.05 3.04
H 0.74 6.42 3.78
H 1.44 1.51 1.57
H 1.39 0.24 3.69
H -0.08 -1.69 3.98
H -1.58 -2.43 2.15
*
```

As for the LUMO energy: 0.7 eV. The calculation puts the total energy at -1225.3968 Ha. The SMILES is CCCCOC(=O)Cn1c(=O)n(CC(=O)OCCCC)c2ccccc21. The highest occupied orbital energy comes out at -8.09 eV. Its relative energy (zero: lowest compared OMol25 entry of this formula, charge and spin) is 2.9 kcal/mol. The frontier orbital gap comes out at 8.82 eV.

---

Number 10 is which compound?
C6H7N2OS